1.
{
  "formula": "C34H38FeN7OS2",
  "method": "ωB97M-V with the def2-TZVPD basis set",
  "multiplicity": 5,
  "e_tot_ha": -3837.042768,
  "total_charge": -1,
  "s2": 6.0119,
  "gap_ev": [6.132, 6.193],
  "relative_energy_ev": 0.000,
  "elements": ["C", "H", "H", "C", "H", "H", "H", "C", "H", "C", "C", "H", "H", "H", "C", "H", "H", "C", "N", "H", "O", "C", "H", "H", "H", "C", "S", "H", "H", "C", "C", "C", "C", "C", "C", "H", "C", "H", "H", "H", "C", "C", "C", "H", "C", "H", "H", "H", "C", "H", "H", "C", "H", "N", "N", "H", "H", "H", "C", "H", "N", "N", "C", "C", "C", "H", "H", "Fe", "C", "H", "N", "H", "C", "C", "H", "C", "C", "H", "N", "C", "C", "S", "C"],
  "positions_angstrom": [[4.14314, -1.78868, 4.46713], [-5.87675, 2.80710, -0.96669], [-2.32988, -1.23117, 0.62770], [-3.38687, 4.75641, 0.26313], [3.36299, 0.20636, 4.45623], [1.36316, 3.38460, -1.09310], [1.59187, -1.53521, -6.56350], [1.17002, -0.57833, -4.72487], [4.25133, -1.83253, 5.54273], [-0.14454, -2.66632, -0.25505], [-2.64083, 1.74748, -0.41669], [-0.83638, -3.20790, 0.40540], [-0.93749, 1.26094, 3.59786], [0.27948, 4.60416, -0.45440], [3.49023, -0.57294, 2.47941], [-3.44531, -2.39700, -1.16515], [4.85744, -3.78814, 4.13517], [0.13343, 0.05984, 2.22220], [-2.05068, 0.59280, -0.27163], [0.78137, -3.31503, 1.86704], [0.74993, 0.44170, -2.72596], [-0.61899, -0.53825, 4.59064], [2.26552, 2.98923, 0.96294], [-1.11812, -0.08247, 5.44213], [4.55529, -3.69111, 1.70152], [-2.13694, 4.17310, 0.21921], [-1.81934, 1.72819, -3.58439], [3.66073, -2.71313, -0.03390], [-0.56874, -0.68426, -7.59719], [0.48849, 2.38810, 1.97769], [-4.61724, 4.28595, -0.17259], [-2.97260, -1.43947, -1.41717], [1.24690, 3.36241, 1.07822], [4.47815, -2.88137, 3.68095], [0.19608, -1.30397, 1.61585], [0.78067, -3.27284, -0.23257], [-4.85764, 2.99766, -0.63951], [-0.55536, 2.71438, 2.07323], [-0.22509, -2.25558, 5.78700], [-3.83129, -0.40496, 0.26432], [-4.02901, 1.90101, -0.70810], [0.89463, -0.92037, -6.01424], [4.31280, -2.82523, 2.30932], [-1.33958, 4.78844, 0.61592], [-0.15355, -1.84254, 4.78824], [3.07622, 0.30979, 2.02193], [1.31909, 4.32232, 1.59793], [0.66647, -3.64237, 4.11155], [-0.69395, -2.72898, -1.69180], [-3.65478, -0.91206, -2.09038], [-2.03219, 0.75954, -6.22644], [0.34024, -2.65632, 3.78977], [2.07780, -0.87696, -4.22484], [0.08773, -1.34931, 0.30229], [-0.46133, 2.62433, -0.54898], [-5.45822, 4.96719, -0.12855], [-1.92731, -1.92736, -3.21942], [-4.50109, 0.99811, -1.07338], [-2.83100, -0.62162, -0.12752], [-3.39570, 5.75974, 0.68274], [3.60928, -1.76387, 0.30397], [0.55000, 1.02565, 1.47047], [3.81225, -1.67563, 1.69724], [-1.67357, -1.66365, -2.18717], [-0.50782, 0.27203, 3.49298], [0.91677, 2.42596, 2.98877], [-1.17071, -3.71208, -1.78251], [0.09583, 0.61725, -0.69300], [-1.70520, 2.91752, -0.30640], [0.13599, -2.74554, -2.40933], [0.34128, 0.18833, -3.97335], [-1.17011, -0.70337, -2.26641], [0.42978, -2.45177, 2.41857], [3.65066, -0.64715, 3.85524], [2.04321, -0.80836, -2.26197], [-1.11301, 0.35577, -5.82751], [0.60719, 3.56857, -0.32649], [2.22629, -2.38141, -1.62319], [2.62786, -1.46060, -1.73012], [-0.30169, -0.43856, -6.57698], [3.11301, -0.87595, -0.60327], [3.13325, 0.78198, -0.49130], [-0.82393, 0.72780, -4.47764]]
}

***

2.
{
  "formula": "C4H5NO2",
  "method": "ωB97M-V with the def2-TZVPD basis set",
  "e_tot_ha": -360.586424,
  "total_charge": 0,
  "smiles": "O=CC(=O)N1CC1",
  "gap_ev": 9.683,
  "relative_energy_ev": 2.258,
  "elements": ["H", "C", "C", "C", "C", "O", "H", "N", "H", "O", "H", "H"],
  "positions_angstrom": [[-0.67347, 1.46316, -0.70862], [-1.03840, 0.75245, 0.03119], [-1.49818, -0.66223, -0.33350], [0.96506, -0.69649, -0.01691], [1.88721, 0.47806, 0.33558], [1.35397, -1.73446, -0.51075], [2.96373, 0.25335, 0.34123], [-0.29764, -0.41874, 0.40128], [-1.31676, -1.22879, -1.25809], [1.45950, 1.57540, 0.59714], [-2.36945, -1.00723, 0.21128], [-1.41390, 1.25374, 0.92897]]
}